Molecular formula: C5H8N2
Method: DFT, the ωB97M-V functional and the def2-TZVPD basis

Last column: natural (NBO) charge in e.
Element x y z (Å)
C (-0.0250, 1.6605, 1.1137)  -0.61
C (0.3807, 1.2952, -0.3057)  -0.42
C (0.3214, -0.2244, -0.4484)  0.12
C (0.9704, -1.2108, 0.2488)  -0.14
N (0.2015, -2.4229, 0.1407)  -0.45
C (-0.7437, -2.1427, -0.7053)  0.15
N (-0.7073, -0.8408, -1.0797)  -0.53
H (-1.0848, 1.4944, 1.3119)  0.22
H (0.4445, 0.9461, 1.7942)  0.22
H (0.3827, 2.6331, 1.4076)  0.22
H (1.3603, 1.6198, -0.6462)  0.23
H (-0.3401, 1.5811, -1.0912)  0.20
H (1.7065, -1.1645, 1.0281)  0.21
H (-1.3569, -2.8283, -1.2765)  0.19
H (-1.5103, -0.3959, -1.4920)  0.41

HOMO-LUMO gap ... 9.50 eV
E_tot ... -8294.4257 eV
Relative energy (zero: lowest compared OMol25 entry of this formula, charge and spin) ... 0.5707 eV
Largest force on an atom ... 2.8 eV/A
Structure (SMILES) ... CCc1cnc[nH]1
2S+1 ... 1